No. 1
12
Properties=species:S:1:pos:R:3:nbo_charge:R:1 method="wB97M-V/def2-TZVPD" energy_ev=-6192.611 multiplicity=1 homo_lumo_gap_ev="7.30 / 7.29" total_charge=+1
C 1.19649 -0.16508 0.07051 0.462
C 1.08846 1.32304 0.14242 -0.242
C -2.38204 -0.15990 -0.05365 -0.004
N 0.10654 0.30728 0.48349 -0.431
N 2.02998 -1.07936 -0.15306 -0.733
H 1.64443 1.77692 0.94183 0.200
H 1.13427 1.80803 -0.75771 0.198
H -1.92179 -0.25517 -1.04124 0.219
H -2.72986 -1.17428 0.24854 0.213
H -2.60534 0.74306 0.53950 0.243
H 3.03637 -0.79589 -0.21534 0.442
H 1.84994 -2.09663 0.02805 0.432

No. 2
13
Properties=species:S:1:pos:R:3:nbo_charge:R:1 method="wB97M-V/def2-TZVPD" energy_ev=-8247.293 multiplicity=1 homo_lumo_gap_ev="6.97 / 6.97" total_charge=-1
C 1.20342 -0.44541 -0.73525 -0.432
C 1.39281 -0.18670 0.78169 -0.439
C 0.11209 0.05919 0.06462 -0.103
N -0.53982 1.29744 0.00557 -0.873
N -2.63381 0.23550 -0.06369 -0.142
O -2.26274 -0.90954 0.18678 -0.472
H 1.75316 0.19287 -1.51725 0.176
H 1.09798 -1.49352 -1.20363 0.178
H 1.47131 -0.95121 1.50227 0.177
H 2.06487 0.53178 0.92247 0.183
H -0.58402 -0.83734 0.19279 0.196
H -0.43869 1.60403 -0.94632 0.300
H -2.63657 0.90293 0.80995 0.252

No. 3
13
Properties=species:S:1:pos:R:3:nbo_charge:R:1 method="wB97M-V/def2-TZVPD" energy_ev=-8246.037 multiplicity=1 homo_lumo_gap_ev=11.33 total_charge=+1
C 0.33619 -0.61084 0.83519 -0.049
C 1.14177 0.32091 1.40540 -0.049
N 0.87946 1.51376 0.76960 -0.456
C -0.07130 1.33626 -0.14155 0.262
N -0.40230 0.04474 -0.13359 -0.467
H 0.00811 -1.56661 1.21085 0.264
H 1.75054 0.17319 2.28101 0.266
H 1.24112 2.38905 1.11593 0.458
H -0.60202 2.11878 -0.64948 0.256
H -0.82122 -0.38490 -0.96672 0.487
H -0.71471 -2.58835 -2.05772 0.493
H -2.05532 -2.14984 -2.50488 0.504
O -1.35802 -1.88029 -1.87823 -0.969

No. 4
13
Properties=species:S:1:pos:R:3:nbo_charge:R:1 method="wB97M-V/def2-TZVPD" energy_ev=-8245.190 multiplicity=1 homo_lumo_gap_ev=10.88 total_charge=+1
C 0.04254 1.14299 -0.61955 -0.040
C -0.05324 0.69727 -1.91427 -0.059
N -0.46440 -0.68455 -1.81586 -0.458
C -0.54996 -1.02032 -0.48944 0.261
N -0.09581 0.04056 0.24135 -0.462
H 0.47523 2.06414 -0.32418 0.257
H 0.58568 1.07016 -2.76185 0.274
H -0.36947 -1.31828 -2.52245 0.435
H -0.83056 -2.07864 -0.35802 0.266
H -0.31848 0.14002 1.24113 0.481
H 0.68946 -0.80524 3.18878 0.508
H 0.41927 0.71313 3.41242 0.506
O 0.46975 0.03876 2.72194 -0.970

No. 5
13
Properties=species:S:1:pos:R:3:nbo_charge:R:1 method="wB97M-V/def2-TZVPD" smiles="[NH3+][C@@H]1CC=NO1" energy_ev=-8241.748 multiplicity=1 homo_lumo_gap_ev=11.24 total_charge=+1
C 1.54709 -1.12976 0.99043 0.010
C 1.13224 -0.51790 -0.29784 -0.460
C 0.13699 0.81657 0.46332 0.232
N 1.02932 -0.58061 2.00917 -0.049
N -1.42859 0.57218 0.07100 -0.740
O 0.22262 0.56301 1.82465 -0.364
H 2.16964 -1.98628 1.03112 0.261
H 1.75458 -0.00949 -1.19134 0.292
H 0.44997 -1.21854 -0.82208 0.226
H 0.31308 1.92118 0.23604 0.231
H -1.71892 0.50402 1.05501 0.467
H -1.45521 -0.23004 -0.53316 0.446
H -1.81098 1.42707 -0.34622 0.447

No. 6
13
Properties=species:S:1:pos:R:3:nbo_charge:R:1 method="wB97M-V/def2-TZVPD" energy_ev=-8238.521 multiplicity=1 homo_lumo_gap_ev="5.05 / 10.66" total_charge=+1
C -1.23093 0.69425 0.32427 0.539
C 1.93501 0.79381 -0.35591 -0.195
C 1.08541 -0.25892 0.15701 -0.353
N -0.38119 -0.25727 0.05932 -0.101
N -2.49528 0.76440 -0.00020 -0.765
O -0.83362 -1.54032 -0.40201 -0.490
H 2.92215 0.93004 0.17612 0.223
H 1.76829 1.49619 -1.05032 0.199
H 1.54434 -1.19222 -0.12767 0.298
H 1.44189 -0.46954 1.26420 0.288
H -2.83368 1.67050 0.29374 0.458
H -2.81885 0.23010 -0.77782 0.417
H -1.78279 -1.54631 -0.52206 0.482

No. 7
14
Properties=species:S:1:pos:R:3:nbo_charge:R:1 method="wB97M-V/def2-TZVPD" energy_ev=-10293.846 multiplicity=1 homo_lumo_gap_ev=5.40 total_charge=-1
O 1.72748 1.32081 1.79662 -0.504
C 1.28553 0.88132 0.70851 0.429
N 1.87854 0.73587 -0.70296 -0.956
C -0.10217 0.15056 0.81426 -0.310
N -0.18098 -0.97675 -0.06360 -0.706
C -1.61641 -0.90330 -0.73537 0.158
O -2.60146 -0.99038 0.13613 -0.904
H 1.27317 1.47204 -1.08254 0.440
H 1.94787 0.01180 0.28253 0.513
H -0.79371 0.98786 0.56839 0.183
H -0.29271 -0.14436 1.84569 0.212
H 0.47628 -0.87371 -0.87866 0.346
H -1.56100 -1.75061 -1.43639 0.075
H -1.44041 0.07886 -1.25262 0.024

No. 8
14
Properties=species:S:1:pos:R:3:nbo_charge:R:1 method="wB97M-V/def2-TZVPD" s2=0.7555 energy_ev=-10294.533 multiplicity=2 homo_lumo_gap_ev="9.88 / 7.62" total_charge=0
O 1.79033 -1.13475 -0.10650 -0.641
C 1.52455 0.24259 -0.14709 0.423
N 2.13007 1.10625 -0.80377 -0.651
C 0.19715 0.60293 0.59346 -0.309
N -0.69325 -0.52100 0.75786 -0.636
C -2.02167 -0.36400 0.09892 0.024
O -2.37748 0.79356 -0.39760 -0.324
H 3.04560 0.77104 -1.12719 0.354
H 1.18681 -0.74046 -0.91654 0.493
H -0.22064 1.41245 0.00480 0.243
H 0.61456 1.02241 1.51962 0.216
H -0.33624 -1.37320 0.35150 0.373
H -2.79540 -0.64798 0.83495 0.233
H -2.04439 -1.16985 -0.66243 0.202

No. 9
14
Properties=species:S:1:pos:R:3:nbo_charge:R:1 method="wB97M-V/def2-TZVPD" energy_ev=-10289.038 multiplicity=1 homo_lumo_gap_ev=11.10 total_charge=+1
C -1.45422 0.28511 -0.11207 -0.347
C -1.58350 -1.20472 0.05855 0.419
C 0.87801 0.28862 0.81997 0.153
N 2.10328 0.13219 0.64310 -0.053
N -0.00421 0.62439 -0.28850 -0.572
O 2.52993 0.21379 -0.71455 -0.592
O -0.68114 -1.87138 0.32543 -0.460
H -1.90360 0.76699 -1.03206 0.272
H -1.88025 0.93699 0.80459 0.286
H -2.69041 -1.66279 -0.00139 0.165
H 3.30746 -0.37546 -0.72287 0.523
H 0.55330 0.05300 1.83986 0.260
H 0.50220 0.16326 -0.98950 0.461
H 0.32315 1.65001 -0.63058 0.485

No. 10
14
Properties=species:S:1:pos:R:3:nbo_charge:R:1 method="wB97M-V/def2-TZVPD" s2=2.0159 energy_ev=-10284.145 multiplicity=3 homo_lumo_gap_ev="6.33 / 7.89" total_charge=+1
C 0.77379 0.76745 0.38801 0.435
C -0.15913 -1.18792 -0.04730 -0.403
C -0.57950 0.07751 0.54867 -0.226
N 1.44347 -0.38556 0.18180 0.143
N -1.55213 0.89762 -0.29418 -0.770
O 1.00791 1.91946 0.25985 -0.412
O 2.55847 -0.63118 -0.51320 -0.461
H -0.21480 -2.23246 0.42820 0.263
H -0.26901 -1.26141 -1.15703 0.212
H -1.03611 -0.14250 1.61895 0.279
H -1.08539 1.84585 -0.10374 0.478
H -2.59816 1.14965 -0.02205 0.464
H -1.51934 0.30934 -1.19282 0.468
H 3.22994 -1.12586 -0.09516 0.529